No. 1
One molecule with the formula C4H4O2 at a distorted geometry, computed with ωB97M-V with the def2-TZVPD basis set.

The geometry in XYZ format:
```
10
Properties=species:S:1:pos:R:3:forces:R:3:lowdin_charge:R:1
O -0.23280 2.27111 0.21637 0.1573 -0.1778 -0.2154 0.148
C -0.32571 0.96855 0.26913 0.2965 0.0511 -0.2866 -0.491
O -0.55521 0.24272 1.37516 -0.0517 0.1618 -0.2842 0.109
C 0.39028 -0.60832 0.63164 0.1827 -0.6873 0.1859 -0.173
C -0.20791 -1.21091 -0.54568 -0.0576 -0.4485 0.2087 -0.093
C 0.24231 0.22067 -0.75971 -0.0079 -0.1063 -0.2570 -0.024
H 1.34614 -0.74985 1.11911 -0.1740 0.0820 -0.0711 0.156
H 0.39814 -1.90972 -1.11126 -0.1144 -0.1033 0.1876 0.107
H -1.27291 -1.43006 -0.51462 0.0893 -0.0222 0.0423 0.119
H 0.21766 2.20581 -0.68013 -0.3202 1.2505 0.4899 0.141
```
Positions in Å, forces in eV/Å.

Values from the calculation:
Kohn-Sham gap	9.671	eV
charge	0
highest occupied orbital energy	-8.8	eV
calculated total energy	-8302.8724	eV
energy above the lowest of the compared OMol25 structures with the same formula, charge and spin	96.97	kcal per mole

---

No. 2
One molecule with the formula C21H28N4O5S, computed with ωB97M-V with the def2-TZVPD basis set.

The geometry in XYZ format:
```
59
Properties=species:S:1:pos:R:3:forces:R:3:lowdin_charge:R:1
C 2.70352 3.66745 0.85113 -0.0345 -0.2342 0.1130 -0.107
H 1.74472 4.03601 1.20631 -0.0655 0.1128 0.0078 0.071
C 2.81859 2.16995 1.10269 0.2275 0.1166 -0.1494 -0.238
H 2.00051 1.64912 0.60373 -0.0519 -0.1052 0.0234 0.090
C 4.15215 1.62266 0.59659 -0.1053 0.1549 -0.0483 -0.181
N 4.21948 0.18529 0.75003 0.0313 0.3021 0.4268 0.075
C 4.39890 -0.64790 -0.28195 0.1573 -0.5344 0.3789 -0.482
O 4.63512 -0.30809 -1.42315 0.0489 0.0014 -0.4783 0.053
C 4.24339 -2.13828 0.09464 0.3198 0.3783 0.0232 -0.031
N 2.85514 -2.49712 -0.11950 -0.2671 -0.0065 0.2416 0.036
C 2.47133 -3.13314 -1.24995 -0.1834 -0.1566 -0.3287 -0.118
N 1.25434 -3.38321 -1.58570 0.0547 -0.3470 -0.5775 0.086
C 0.30914 -2.91442 -0.74940 -0.0492 0.3994 0.6985 -0.533
C 0.56370 -2.24394 0.44459 -0.1853 -0.3956 -0.5242 -0.119
C -0.62352 -1.78529 1.08794 -0.4069 0.0512 -0.1747 -0.220
C -1.73575 -2.09490 0.35804 0.5824 -0.3133 -0.1256 -0.365
S -1.37758 -3.01585 -1.08604 0.2828 0.1456 0.3304 1.144
C -3.12761 -1.79588 0.78524 0.0229 -0.1626 0.0803 -0.459
O -3.53379 -2.18760 1.86485 0.0322 -0.0610 0.2045 0.074
N -3.90591 -1.08089 -0.06195 -0.2012 -0.0148 -0.0016 -0.051
C -3.47859 -0.42219 -1.26598 0.2466 0.2701 -0.3406 -0.099
H -4.28022 -0.53266 -2.00250 0.0937 -0.0130 -0.0069 0.139
C -3.22517 1.08956 -1.01159 0.0870 -0.0128 0.2035 -0.174
C -1.73684 1.33761 -0.83574 -0.4119 0.0735 -0.0335 -0.459
O -1.16268 1.44801 0.21592 0.1524 0.0434 0.1037 0.118
O -1.14670 1.41835 -2.02922 -0.1146 -0.0702 -0.3226 0.009
C 0.26660 1.64615 -2.06581 0.5068 -0.0542 0.1549 -0.190
C 1.04880 0.35764 -1.86633 -0.3077 0.2623 0.0047 -0.043
H 2.11174 0.54296 -1.99565 0.1757 0.0010 -0.0171 0.077
H 0.73416 -0.39235 -2.58904 0.0029 -0.0873 -0.0779 0.088
H 0.87472 -0.02567 -0.86329 0.0083 -0.0231 0.0474 0.061
H 0.52397 2.37451 -1.28995 -0.0287 -0.0289 -0.1543 0.112
H 0.45439 2.07122 -3.05322 -0.0433 0.0030 0.1305 0.127
H -3.53630 1.64036 -1.90289 0.0061 -0.0348 0.0559 0.153
C -4.02218 1.53861 0.21550 -0.0698 0.0160 -0.1234 -0.137
C -5.38820 0.85930 0.21004 0.1757 0.0362 -0.0107 -0.155
C -5.21351 -0.65313 0.40337 -0.3751 -0.0919 0.2426 -0.128
H -5.98932 -1.20691 -0.13712 0.0067 0.0089 0.0818 0.129
H -5.27135 -0.92285 1.45995 -0.0509 0.0448 -0.2005 0.121
H -6.01172 1.25805 1.00951 -0.0716 -0.0131 -0.0525 0.113
H -5.88775 1.06975 -0.73788 -0.0849 0.0387 -0.0066 0.112
H -4.13135 2.62337 0.21094 0.0579 0.0096 0.0617 0.124
H -3.47356 1.26044 1.11764 0.0180 0.0643 -0.0013 0.125
H -2.58496 -0.89074 -1.67390 -0.1750 0.0612 -0.0386 0.079
C -0.63911 -0.98580 2.34252 -0.0168 0.0485 0.2395 0.001
H -0.66467 0.07490 2.08880 0.0376 0.0457 0.0518 0.079
H 0.25978 -1.18144 2.91903 -0.0399 0.0394 0.0688 0.076
H -1.52167 -1.22502 2.92928 -0.0285 0.0215 0.0423 0.083
C 1.93122 -2.04223 0.84177 -0.1331 -0.1687 -0.1175 -0.348
O 2.33601 -1.52119 1.86785 0.0132 0.0321 0.2578 0.056
H 3.25541 -3.45065 -1.92214 0.2146 0.0347 0.0537 0.141
H 4.49655 -2.30593 1.14351 -0.0279 -0.0695 -0.1646 0.132
H 4.87693 -2.74103 -0.55569 -0.0726 0.1051 0.0486 0.133
H 3.85543 -0.19557 1.61627 0.0606 -0.1352 -0.2522 0.119
H 4.97759 2.08154 1.15252 -0.0402 0.0522 -0.1189 0.126
H 4.28592 1.84122 -0.46587 0.0285 0.0224 0.1248 0.121
H 2.73186 1.96876 2.17253 -0.0834 -0.0737 0.0326 0.114
H 2.78546 3.88385 -0.21201 0.0029 0.0794 -0.1155 0.071
H 3.49342 4.20520 1.37072 0.0712 0.1313 0.0284 0.072
```
Positions in Å, forces in eV/Å.

Values from the calculation:
Kohn-Sham gap	8.635	eV
charge	0
highest occupied orbital energy	-8.5	eV
calculated total energy	-49267.2362	eV
energy above the lowest of the compared OMol25 structures with the same formula, charge and spin	0.00	kcal per mole

---

No. 3
C23H28N3O7Ru as an isolated structure at a distorted geometry, computed with ωB97M-V with the def2-TZVPD basis set.

The geometry in XYZ format:
```
62
Properties=species:S:1:pos:R:3:forces:R:3:lowdin_spin:R:1
Ru 0.03558 0.26234 -0.31081 -3.4906 -1.3510 -1.5238 0.887
C -4.02823 -0.90890 -1.24193 -0.0301 0.2074 -0.0393 -0.001
C -2.79861 -0.34725 -0.61345 -0.4999 0.1069 1.1538 0.001
N -1.82810 0.14163 -1.28399 1.6532 -0.3932 -0.2718 0.003
O -1.97811 0.07289 -2.64994 0.3419 0.0809 -0.0754 0.002
C -2.59211 -0.27010 0.82663 -0.6405 -0.8117 -0.4319 0.014
C -3.67339 -0.28257 1.85132 -0.1173 -0.2101 -0.0729 0.001
N -1.34134 -0.12264 1.14621 1.5869 2.7965 0.0224 -0.027
O -0.89493 0.07853 2.29089 -0.2503 -0.5816 0.6591 -0.040
H -3.74776 -1.53126 -2.09008 0.0103 -0.0037 0.0013 0.000
H -4.66430 -0.10638 -1.62266 0.0176 -0.0220 -0.0009 0.000
H -4.59335 -1.49843 -0.52416 0.0337 0.0539 0.0221 0.000
H -1.21652 0.56741 -2.98355 -0.0042 -0.0191 -0.0738 0.000
H -4.44478 0.44690 1.59149 0.0010 -0.0406 0.0339 0.001
H -3.24877 -0.02676 2.82023 0.0275 0.0103 -0.0363 0.000
H -4.14682 -1.26503 1.92877 -0.0148 0.0434 0.0513 0.001
C 3.67088 -1.82096 -0.27382 0.1023 0.1372 0.0784 0.000
C 2.24197 -1.85030 0.22232 0.1778 0.1646 0.2490 -0.001
C 1.92699 -3.08356 1.02828 -0.0501 -0.0248 0.1749 0.000
O 1.94763 -0.69058 1.08569 -0.0179 -0.2868 -0.6037 0.042
C 1.23143 -1.61154 -0.90155 0.8993 0.6346 -1.1723 0.004
O 1.49226 -0.59804 -1.68157 0.1369 -0.4615 0.2158 0.032
O 0.13490 -2.19751 -0.89476 -0.3442 0.9508 0.4903 -0.003
H 4.35227 -1.78189 0.57946 -0.0258 -0.0445 -0.0440 0.000
H 3.83716 -0.95377 -0.91283 0.0017 -0.0149 0.0108 0.000
H 3.89062 -2.72055 -0.85236 -0.0295 0.0469 0.0325 0.000
H 2.58070 -3.12459 1.90049 0.0012 -0.0277 -0.0484 0.000
H 2.07836 -3.97611 0.41960 -0.0064 0.0270 0.0196 0.000
H 0.89182 -3.06637 1.36177 0.0053 -0.0017 0.0240 0.000
H 2.50137 0.05700 0.81479 0.0842 -0.0240 0.0253 0.000
C -3.91114 2.81112 5.90205 0.0959 0.0000 0.0035 0.000
C -2.42297 2.67581 5.66451 -0.1159 0.0611 -0.0790 0.000
C -1.61681 2.19741 6.68921 0.0388 -0.0185 -0.0247 0.000
C -0.25715 2.01191 6.48746 0.0206 0.0126 -0.0358 0.000
C 0.30429 2.34137 5.26789 0.1410 0.0210 0.1594 0.000
C -0.48255 2.84569 4.23836 0.2167 0.0932 -0.3224 0.000
N 0.17015 3.11322 3.00387 -0.3160 0.1236 -0.0941 0.001
C -0.08770 4.17921 2.15161 0.2437 -0.2066 0.6319 0.001
C -0.44378 5.42061 2.69198 -0.0601 0.1994 0.0128 0.000
C -0.70159 6.50935 1.88110 -0.0024 -0.0710 0.0950 0.002
C -0.62335 6.39764 0.49563 0.0165 -0.0516 -0.0273 0.000
C -0.27875 5.17615 -0.04742 -0.0125 0.0433 -0.0611 0.001
C 0.01207 4.07404 0.75918 -0.1115 0.1871 -0.5894 0.000
C 0.30684 2.79103 0.09083 0.7646 -0.1941 0.5239 0.005
O -0.33909 2.42260 -0.93640 0.1485 -1.1340 0.2514 0.007
O 1.17433 1.99848 0.57936 -0.4165 0.3145 0.8301 0.067
C -1.86343 2.98977 4.41405 -0.2326 -0.0573 -0.0876 0.000
C -2.76007 3.37720 3.26383 0.0069 -0.0352 0.0269 0.000
H -4.15341 2.56523 6.93590 0.0166 0.0233 -0.0233 0.000
H -4.48613 2.13696 5.26076 0.0394 0.0188 0.0295 0.000
H -4.26528 3.82551 5.70286 0.0252 -0.0356 -0.0044 0.000
H -2.06359 1.94899 7.64533 0.0185 0.0179 -0.0265 0.000
H 0.36518 1.62478 7.28528 -0.0162 0.0020 -0.0382 0.000
H 1.36826 2.22283 5.09523 -0.0483 0.0088 0.0278 0.000
H 0.75347 2.38176 2.63279 -0.0940 -0.1686 -0.1026 0.000
H -0.49838 5.51313 3.77040 -0.0116 -0.0023 -0.0336 0.000
H -0.95960 7.46013 2.33421 0.0069 -0.0541 -0.0086 0.000
H -0.82949 7.24654 -0.14216 0.0094 -0.0160 0.0100 0.000
H -0.22834 5.04868 -1.12280 0.0000 0.0006 0.0496 0.000
H -2.81883 4.45900 3.11984 -0.0047 -0.0130 0.0243 0.000
H -3.77486 3.01481 3.42342 0.0498 -0.0158 -0.0217 0.000
H -2.39291 2.95286 2.32688 0.0244 0.0053 0.0344 0.000
```
Positions in Å, forces in eV/Å.

Values from the calculation:
Kohn-Sham gap (alpha / beta)	5.958 / 6.400	eV
charge	0
multiplicity	2
highest occupied orbital energy (alpha / beta)	-7.6 / -7.6	eV
calculated total energy	-45686.4705	eV
energy above the lowest of the compared OMol25 structures with the same formula, charge and spin	74.54	kcal per mole

---

No. 4
One molecule with the formula C4H8N2O4 at a distorted geometry, computed with ωB97M-V with the def2-TZVPD basis set.

The geometry in XYZ format:
```
18
Properties=species:S:1:pos:R:3:forces:R:3:lowdin_charge:R:1
C -1.88071 0.27455 -0.42361 -2.4630 -0.4390 1.8174 -0.616
C -0.05167 0.20458 1.05849 1.8607 0.4862 3.1911 -0.399
C 0.72269 -0.31775 -0.12120 -3.1419 -1.2802 -1.0208 -0.272
C 1.74085 0.48813 -0.85724 0.4223 0.9230 0.8184 0.003
N -1.43481 0.11246 0.96700 -2.1478 1.1291 -0.7283 0.095
N -1.02137 -0.27465 -1.26890 2.7601 -0.0158 3.8269 0.175
O -3.03453 0.69953 -0.57805 1.3722 -0.1255 -0.4511 -0.003
O 0.36557 1.55491 1.29329 0.4517 -0.2188 0.3040 -0.009
O 0.41500 -2.42967 0.89591 0.6308 1.4032 -0.0161 0.061
O 1.01822 -1.61972 -0.14523 0.8051 -0.4413 0.3100 -0.020
H 0.35460 -0.37422 1.98625 -0.6523 0.9896 -1.4648 0.187
H 1.87315 -0.11516 -1.77659 0.9132 0.6825 0.4806 0.108
H 2.66778 0.79551 -0.14989 -1.9740 -1.2462 -1.8884 0.166
H 1.24230 1.44536 -1.12966 0.5103 -0.6960 -0.0846 0.093
H -2.02379 0.75436 1.62953 1.8327 -1.6761 -1.6853 0.195
H -1.19912 -0.18081 -2.20672 -0.3240 0.4723 -2.6145 0.056
H 0.37234 2.00198 0.44684 -0.2544 0.4330 -0.1227 0.069
H -0.12650 -3.01940 0.37976 -0.6018 -0.3800 -0.6718 0.110
```
Positions in Å, forces in eV/Å.

Values from the calculation:
Kohn-Sham gap	9.367	eV
charge	0
highest occupied orbital energy	-9.1	eV
calculated total energy	-15443.1999	eV
energy above the lowest of the compared OMol25 structures with the same formula, charge and spin	130.25	kcal per mole

---

No. 5
C5H10CeO3 as an isolated structure at a distorted geometry, computed with ωB97M-V with the def2-TZVPD basis set.

The geometry in XYZ format:
```
19
Properties=species:S:1:pos:R:3:forces:R:3:lowdin_spin:R:1
O 2.06629 1.29375 -0.04740 -2.1290 -0.0052 0.0790 -0.009
C 3.05033 0.47611 0.33875 1.4272 -1.9508 -0.8315 0.000
C 3.15699 -0.84467 -0.02357 0.4973 1.8115 -0.2090 -0.003
O 0.04127 -1.28053 0.30797 -0.3564 1.3163 0.2159 -0.010
C -0.92256 -1.98048 -0.41515 -0.6307 -0.6386 -0.5186 -0.001
C -2.30775 -1.39675 -0.16661 -0.2802 -1.0143 0.0682 0.000
O -2.20278 0.02525 -0.31677 0.0120 0.1126 -0.2717 -0.003
C -3.43132 0.72514 -0.20025 -0.7655 0.1464 0.0208 0.000
Ce -0.08814 0.83283 0.37858 3.2662 -0.4114 0.0410 1.026
H 3.93929 0.95787 0.78111 -0.8115 -0.1368 0.6193 0.000
H 3.97885 -1.44212 0.37549 -0.2198 0.3185 -0.1798 0.000
H 2.69966 -1.18887 -0.95726 -0.5341 -0.1914 0.7966 0.000
H -0.95864 -3.04947 -0.13397 0.1238 0.3837 -0.0623 0.000
H -0.71549 -1.94401 -1.50362 0.0357 -0.0183 0.3615 0.000
H -2.65191 -1.61071 0.85883 0.0666 0.0787 -0.2586 0.000
H -3.04506 -1.78414 -0.88592 0.1679 0.0969 0.1982 0.000
H -3.20877 1.79637 -0.25599 -0.1428 -0.1357 -0.0403 0.000
H -4.10081 0.44236 -1.02422 0.1653 0.1699 0.2238 0.000
H -3.91384 0.49432 0.76117 0.1080 0.0680 -0.2528 0.000
```
Positions in Å, forces in eV/Å.

Values from the calculation:
Kohn-Sham gap (alpha / beta)	6.419 / 6.453	eV
charge	+1
multiplicity	2
highest occupied orbital energy (alpha / beta)	-11.1 / -11.2	eV
calculated total energy	-24411.2288	eV
energy above the lowest of the compared OMol25 structures with the same formula, charge and spin	0.00	kcal per mole

---

No. 6
One molecule with the formula CH3NO2S at a distorted geometry, computed with ωB97M-V with the def2-TZVPD basis set.

The geometry in XYZ format:
```
8
Properties=species:S:1:pos:R:3:forces:R:3:lowdin_charge:R:1
C 0.53261 -0.15301 -0.77505 0.6123 1.7909 1.2390 -0.477
N -0.29922 -1.29088 -0.80168 -1.8699 -1.9556 0.8195 -0.099
O -0.93961 -1.57539 0.19175 1.0635 0.7430 -1.0672 -0.006
O -0.77047 1.35711 1.22590 0.1824 0.2201 -0.5133 -0.476
S 0.74578 0.86344 0.76433 0.0014 -0.5296 -0.2844 0.851
H 1.53976 -0.52628 -0.98365 0.0817 0.1196 -0.0349 0.088
H 0.23984 0.47291 -1.61739 -0.0975 -0.0326 -0.1023 0.088
H -1.04869 0.85210 1.99578 0.0261 -0.3558 -0.0565 0.031
```
Positions in Å, forces in eV/Å.

Values from the calculation:
Kohn-Sham gap	8.910	eV
charge	0
highest occupied orbital energy	-9.2	eV
calculated total energy	-17502.5212	eV
energy above the lowest of the compared OMol25 structures with the same formula, charge and spin	68.00	kcal per mole